C29H54N5O10P | the ωB97M-V functional and the def2-TZVPD basis

Values from the calculation:
lowest unoccupied orbital energy: 0.51 eV
SMILES: CCCCCC[C@@](C#N)([C@@](C#N)(CC(=O)OC(C)=O)OC[C@@H](C)C(C)C)P(=O)(O)O.CN(C)C=O.CN(C)C=O.CN(C)C=O

CARTESIAN COORDINATES (ANGSTROEM)
C 6.6106 2.7745 3.3226
C 5.4174 2.8972 4.2770
C 4.1326 3.0914 3.4622
C 2.8726 2.8284 4.3166
C 2.1338 1.5269 3.9128
C 0.6162 1.6367 4.0416
C -0.1673 2.2670 2.8775
C -0.1242 3.7219 3.0493
N 0.0511 4.8649 3.1935
C 0.2646 1.9814 1.3894
C -0.6951 2.8067 0.5842
N -1.4788 3.4156 -0.0234
C 1.6810 2.5767 1.0116
C 1.6495 3.7147 0.0101
O 1.7714 3.5451 -1.1719
O 1.5349 5.0041 0.5242
C 2.7583 5.6100 0.7584
C 3.9023 5.3777 -0.1936
O 2.8652 6.3380 1.7044
O 0.0223 0.7159 0.8879
C 0.6315 -0.4012 1.5059
C 2.0658 -0.7485 1.0748
C 2.4338 -1.9417 1.9901
C 2.1507 -1.2454 -0.3765
C 1.5735 -0.2908 -1.4257
C 3.6578 -1.4060 -0.6977
P -1.9785 1.8432 3.1637
O -2.1076 1.6829 4.6085
O -2.9272 3.0314 2.7061
O -2.3678 0.4537 2.4791
H 7.4272 2.2050 3.7516
H 6.3263 2.2706 2.4044
H 6.9747 3.7552 3.0339
H 5.5725 3.7348 4.9438
H 5.3417 1.9700 4.8371
H 4.1898 2.3980 2.6292
H 4.1209 4.1170 3.1047
H 2.2008 3.6775 4.3162
H 3.2293 2.7044 5.3338
H 2.4537 0.7716 4.6222
H 2.4980 1.2051 2.9452
H 0.3922 2.1938 4.9387
H 0.2180 0.6508 4.2407
H 2.2970 1.8365 0.5290
H 2.1674 3.0011 1.8819
H 4.1833 4.3304 -0.1386
H 4.7335 5.9910 0.1034
H 3.6127 5.6315 -1.2037
H 0.0530 -1.2623 1.1892
H 0.5952 -0.4281 2.5911
H 2.7938 0.0188 1.3216
H 1.7515 -2.7639 1.8028
H 2.2391 -1.6305 3.0152
H 3.4712 -2.2203 1.9077
H 1.7290 -2.2437 -0.4284
H 0.5773 -0.6532 -1.6831
H 2.1397 -0.3585 -2.3469
H 1.5038 0.7412 -1.1177
H 4.1250 -0.4471 -0.4894
H 3.8221 -1.6348 -1.7450
H 4.1313 -2.1836 -0.1114
H -3.6768 2.7234 2.1748
H -2.8544 0.5974 1.6535
C -0.8911 -4.6901 -5.0051
N -0.3554 -3.7133 -4.0636
C 0.8941 -3.0415 -4.3742
C -0.9740 -3.4079 -2.9159
O -0.5650 -2.5983 -2.1014
H -0.1723 -5.4982 -5.1379
H -1.0696 -4.2135 -5.9621
H -1.8232 -5.1029 -4.6335
H 1.6290 -3.2463 -3.5938
H 0.7344 -1.9631 -4.4169
H 1.2717 -3.3921 -5.3310
H -1.9129 -3.9667 -2.7663
C -7.9886 0.1926 4.1444
N -6.8419 0.7984 3.4962
C -6.1344 1.8802 4.1701
C -6.4078 0.3953 2.2965
O -5.4500 0.8731 1.7124
H -8.7565 0.9484 4.3187
H -7.6873 -0.2361 5.1016
H -8.4038 -0.5950 3.5196
H -6.1571 2.7773 3.5501
H -5.0921 1.6000 4.3318
H -6.6055 2.0883 5.1262
H -7.0009 -0.4286 1.8695
C -4.7071 -5.4560 -9.3926
N -3.5736 -6.0781 -8.7356
C -3.0407 -7.3225 -9.2664
C -2.9954 -5.5432 -7.6488
O -2.0446 -6.0211 -7.0600
H -5.5594 -6.1379 -9.3847
H -4.4512 -5.2188 -10.4269
H -4.9849 -4.5386 -8.8788
H -3.0962 -8.1019 -8.5062
H -1.9945 -7.1883 -9.5421
H -3.6116 -7.6246 -10.1400
H -3.4712 -4.6007 -7.3237

From a Löwdin analysis of the wavefunction, the atomic charges in e read:
1. C -0.110
2. C -0.252
3. C -0.217
4. C -0.169
5. C -0.169
6. C -0.155
7. C -0.313
8. C -0.214
9. N 0.251
10. C -0.363
11. C -0.151
12. N 0.252
13. C 0.026
14. C -0.452
15. O 0.168
16. O 0.088
17. C -0.484
18. C 0.030
19. O 0.129
20. O -0.055
21. C -0.143
22. C -0.328
23. C -0.049
24. C -0.366
25. C -0.046
26. C -0.069
27. P 0.475
28. O -0.249
29. O -0.093
30. O -0.080
31. H 0.065
32. H 0.061
33. H 0.070
34. H 0.109
35. H 0.104
36. H 0.090
37. H 0.107
38. H 0.094
39. H 0.106
40. H 0.118
41. H 0.071
42. H 0.126
43. H 0.104
44. H 0.117
45. H 0.100
46. H 0.089
47. H 0.088
48. H 0.095
49. H 0.147
50. H 0.106
51. H 0.110
52. H 0.091
53. H 0.073
54. H 0.072
55. H 0.126
56. H 0.061
57. H 0.071
58. H 0.056
59. H 0.081
60. H 0.069
61. H 0.063
62. H 0.077
63. H 0.084
64. C -0.067
65. N -0.187
66. C -0.037
67. C -0.347
68. O -0.004
69. H 0.094
70. H 0.074
71. H 0.081
72. H 0.090
73. H 0.092
74. H 0.086
75. H 0.133
76. C -0.053
77. N -0.189
78. C -0.023
79. C -0.341
80. O -0.002
81. H 0.091
82. H 0.092
83. H 0.083
84. H 0.096
85. H 0.085
86. H 0.089
87. H 0.136
88. C -0.055
89. N -0.197
90. C -0.038
91. C -0.343
92. O -0.004
93. H 0.090
94. H 0.090
95. H 0.083
96. H 0.093
97. H 0.093
98. H 0.086
99. H 0.139